Computed, not measured: a structure of composition C10H30N2O6V, with ωB97M-V/def2-TZVPD.

XYZ file:
```
49
Properties=species:S:1:pos:R:3:mulliken_charge:R:1
O -0.37635 0.04283 2.55622 -0.5148
V -0.08851 0.04613 1.02719 1.0524
O -1.10186 -1.06349 0.45571 -0.5570
C -3.78430 -1.85643 -1.59985 -0.2140
O -5.03922 -1.91974 -2.28245 -0.5467
H -3.25348 -0.95297 -1.93213 0.0201
H -3.94982 -1.70896 -0.53785 0.1674
H -3.20802 -2.75232 -1.82169 0.3007
H -4.88197 -1.80353 -3.22356 0.3006
C 0.49994 3.11470 2.46287 -0.6319
O 1.03970 2.31691 1.37491 -0.3603
H -0.52305 3.35493 2.19875 0.1881
H 0.48558 2.52021 3.37700 0.2614
H 1.11595 3.99468 2.62027 0.3607
H 1.99972 2.36468 1.41981 0.2750
C -1.42572 2.97956 -2.26911 -1.5764
C -1.20276 2.44425 -0.85658 0.2593
C -2.46852 1.95997 -0.22649 -0.6442
O -2.15186 1.39776 1.02905 0.0308
C -3.29538 0.90777 1.74327 -0.9308
N -0.23665 1.28080 -0.85099 -0.3112
H -0.46633 3.18468 -2.74760 0.4283
H -2.02641 3.88581 -2.25535 0.4157
H -1.93335 2.24242 -2.90020 0.3769
H -0.71512 3.22823 -0.27585 0.0751
H -2.92460 1.21352 -0.89368 0.2370
H -3.17684 2.78756 -0.12185 0.5136
H -4.22607 1.16667 1.24633 0.4490
H -3.30792 1.36908 2.73509 0.2500
H -3.18946 -0.16344 1.90156 0.2236
H 0.67332 1.67859 -1.08239 0.4153
H -0.48752 0.73072 -1.67427 0.2166
C 1.47996 -2.73145 -0.64274 -1.2550
C 2.03440 -2.18679 0.65361 0.2344
C 3.51779 -2.49753 0.84454 -0.8937
O 4.21894 -1.85947 -0.18775 -0.3116
C 5.42944 -2.52424 -0.55841 -0.8136
N 1.87321 -0.68549 0.65176 -0.2650
H 1.61979 -3.80092 -0.76664 0.4287
H 1.91701 -2.19685 -1.49102 0.3203
H 0.40717 -2.53158 -0.70624 0.2197
H 1.52876 -2.59405 1.53259 0.3819
H 3.63847 -3.58397 0.84893 0.4838
H 3.85296 -2.07504 1.80316 0.4072
H 6.14364 -2.49365 0.26854 0.3161
H 5.85267 -1.99358 -1.40434 0.2437
H 5.21391 -3.55770 -0.83165 0.3420
H 2.52522 -0.37178 -0.07768 0.3012
H 2.37352 -0.30748 1.46718 0.3298
```

Output
* HOMO energy: -0.4553 Eh
* total energy: -51803.6320 eV
* net charge: +1



Computed, not measured: a cluster of 6 separate species, C10H30N6O13P2 in total, with ωB97M-V/def2-TZVPD.

XYZ file:
```
61
Properties=species:S:1:pos:R:3:mulliken_charge:R:1
C 4.07446 -5.99670 -0.69971 -1.0240
C 2.86472 -6.53653 -1.47451 -0.2203
O 1.88292 -5.56778 -1.84088 -0.2803
P 1.26609 -4.66174 -0.59362 -0.1859
C -0.54018 -4.95047 -0.63465 -0.7034
C -0.89239 -6.36717 -0.17392 -0.4550
C -2.24922 -6.84063 -0.72526 -0.4532
O -2.17568 -8.10396 -1.36525 -0.5595
P 1.25282 -2.61222 -1.40842 0.3823
N 2.59037 -1.84266 -0.67151 -0.6836
O 1.74355 -2.78384 -2.98741 -0.5431
H 4.09760 -4.91758 -0.65010 0.2714
H 4.97722 -6.30146 -1.21688 0.3471
H 4.12435 -6.43396 0.28680 0.3147
H 2.42570 -7.36592 -0.92537 0.2287
H 3.22234 -6.94627 -2.40970 0.3579
H -0.98537 -4.23956 0.05180 0.3530
H -0.98878 -4.73877 -1.60164 0.4782
H -0.96292 -6.35572 0.90736 0.3122
H -0.14966 -7.09809 -0.47349 0.1874
H -2.61240 -6.10789 -1.44588 0.2873
H -2.99194 -6.90803 0.05755 0.3358
H -1.48370 -8.04747 -2.04185 0.3031
H 2.86993 -2.27932 0.20057 0.2896
H 2.27787 -0.90913 -0.43909 0.3161
H 0.98368 -3.16669 -3.45670 0.3447
C -1.44503 1.08374 -0.69045 -0.6535
N -1.52322 -0.33709 -0.25804 0.9096
O -1.95171 -1.14555 -1.04874 -0.5064
O -1.14889 -0.58983 0.87347 -0.5198
H -1.80153 1.15534 -1.70678 0.3494
H -2.06672 1.65818 -0.01336 0.1313
H -0.40462 1.38772 -0.61712 0.3013
C -3.23437 -0.09428 3.87325 -0.7298
N -2.64229 1.14166 3.29483 0.8896
O -3.10272 1.55033 2.24480 -0.5112
O -1.73689 1.65807 3.90932 -0.5305
H -4.02143 -0.43788 3.21392 0.2973
H -2.43711 -0.82662 3.94933 0.2807
H -3.62218 0.16076 4.85450 0.2944
C -4.18611 4.61141 -0.42726 -0.7389
N -2.99848 4.40925 -1.30219 0.8980
O -2.87954 3.33640 -1.86057 -0.5282
O -2.21835 5.33417 -1.39396 -0.5392
H -4.78115 3.70678 -0.44332 0.2934
H -3.81921 4.82448 0.57222 0.2964
H -4.73913 5.45731 -0.82309 0.3094
C 0.41538 6.87505 0.68572 -0.5185
N -0.14660 8.10220 1.31388 0.9019
O 0.11727 9.17277 0.80315 -0.5356
O -0.83328 7.95005 2.30394 -0.5472
H 0.99731 7.16340 -0.17774 0.3120
H 1.03404 6.38261 1.42894 0.2423
H -0.42050 6.24360 0.39946 0.1482
C 4.65989 7.48522 0.47671 -0.7040
N 4.12110 6.10928 0.28791 0.8416
O 3.13912 5.97763 -0.41830 -0.5036
O 4.70035 5.21032 0.85728 -0.5186
H 4.04368 8.17626 -0.08556 0.3071
H 4.62824 7.70236 1.53978 0.2858
H 5.68335 7.48451 0.11585 0.2944
```

Output
* structure (SMILES): CCOP(CCCO)#P(N)O.C[N+](=O)[O-].C[N+](=O)[O-].C[N+](=O)[O-].C[N+](=O)[O-].C[N+](=O)[O-]
* HOMO energy: -0.2755 Eh
* total energy: -64978.2280 eV
* net charge: 0



Computed, not measured: a structure of composition C10H31Ba3NO10, with ωB97M-V/def2-TZVPD.

XYZ file:
```
55
Properties=species:S:1:pos:R:3:mulliken_charge:R:1
Ba 1.25167 2.85229 3.45631 1.8134
Ba 4.21719 -0.48211 0.72767 1.8541
Ba 1.86775 -1.36664 5.14122 1.8555
C 1.47309 -0.24637 2.35936 1.1861
O 1.85598 0.68321 1.67323 -1.1061
O 2.08276 -1.30180 2.37705 -1.1728
O 0.59478 0.04401 3.19675 -1.0627
O 4.75833 0.26619 3.33442 -0.4581
H 5.48072 0.80542 3.65631 0.3287
H 3.96969 0.71344 3.64141 0.2523
O 3.44959 -2.81141 -0.06173 -0.5065
H 2.50850 -2.97644 -0.00399 0.3485
H 3.81427 -3.62273 -0.41529 0.2682
O 4.02549 -3.17925 2.80269 -0.5356
H 3.73916 -4.09140 2.75550 0.3849
H 3.26240 -2.67342 2.52328 0.3147
O -0.39610 1.89846 5.35621 -0.5839
H -1.02770 1.18191 5.41849 0.3046
H 0.14249 1.81269 6.14285 0.3339
O 1.10548 -3.63852 0.79371 -0.5400
H 1.37330 -3.51092 1.70378 0.2252
H 0.32816 -4.19443 0.84798 0.3032
O -2.36846 -0.03269 3.27461 -0.5919
H -1.46208 0.21833 3.09657 0.3393
H -2.36773 -0.98839 3.22110 0.3187
C -0.92284 2.87321 -3.01207 -1.4403
C -1.65178 2.08419 -1.85806 1.5002
C -3.01139 1.68572 -2.31475 -1.1695
C -3.12300 0.50780 -3.22182 -0.7639
C -2.45474 -0.70129 -2.55971 -1.4187
C -0.99378 -0.41223 -2.23812 2.0271
N -0.88616 0.89511 -1.42938 0.4359
O 0.41888 1.12092 -1.01614 -0.3573
C -0.52915 -1.60184 -1.45992 -2.1981
C -0.16291 -0.36296 -3.55640 -1.7376
C -1.86458 3.00462 -0.68175 -1.9318
H 0.06477 3.27632 -2.78804 0.2939
H -1.56939 3.67112 -3.37732 0.4516
H -0.90511 2.17533 -3.84918 0.3477
H -3.61622 1.56146 -1.41651 0.3597
H -3.50978 2.48639 -2.86122 0.3979
H -2.73529 0.71801 -4.21862 0.3436
H -4.16532 0.30316 -3.46639 0.4721
H -2.72628 -1.55881 -3.17536 0.4597
H -3.06700 -0.95063 -1.69307 0.4025
H 0.54110 -1.45449 -1.31512 0.3674
H -1.15143 -1.79854 -0.58690 0.3615
H -0.61682 -2.51597 -2.04709 0.5054
H -0.68035 0.20922 -4.32644 0.2994
H 0.81014 0.08737 -3.36030 0.3613
H -0.00563 -1.28939 -4.10875 0.4298
H -2.58135 2.63456 0.05130 0.4019
H -2.16927 4.03731 -0.85151 0.4011
H -0.90851 3.13232 -0.17406 0.2035
H 0.49445 0.82258 -0.10681 0.3201
```

Output
* HOMO energy: -0.5951 Eh
* total energy: -34883.1946 eV
* net charge: +4



Computed, not measured: a cluster of 4 separate species, C10H31N2O5 in total, with ωB97M-V/def2-TZVPD.

XYZ file:
```
48
Properties=species:S:1:pos:R:3:mulliken_charge:R:1
O 0.32499 -0.96357 1.05232 -0.2114
H 1.28336 -0.91355 1.07731 0.7674
H -0.01757 -1.18484 0.18325 0.3917
H 0.06307 -0.06881 1.28125 0.3980
C 0.60596 3.24829 0.89636 -1.4086
C -0.78577 2.48772 0.90217 0.3911
C -1.21327 2.06613 -0.57015 -0.1618
O -1.26600 3.15372 -1.54710 -0.4165
C -2.35590 4.05937 -1.21006 -0.7256
N -0.64985 1.36184 1.83133 -0.7572
H 1.12401 3.19154 1.85370 0.4543
H 0.46949 4.28515 0.58913 0.3191
H 1.31550 2.71655 0.26239 0.2351
H -1.54105 3.08576 1.41208 0.5121
H -2.12914 1.47695 -0.52375 0.4607
H -0.48687 1.35436 -0.96237 -0.2686
H -2.45676 4.76886 -2.03137 0.3136
H -2.28715 4.63784 -0.28879 0.2862
H -3.27018 3.47599 -1.10112 0.3089
H -0.50882 1.57216 2.80907 0.2478
H -1.58802 1.00079 1.92917 0.1297
C 2.78985 -3.35882 0.30865 -1.2999
C 3.30869 -1.92513 0.07519 0.1173
C 2.89883 -1.34148 -1.26904 -0.9012
O 1.49932 -1.11415 -1.32545 -0.1948
C 1.07998 -0.42423 -2.55033 -1.0768
N 2.86844 -1.03130 1.16119 -0.8006
H 1.71183 -3.41849 0.15896 0.2133
H 2.85042 -3.66315 1.35355 0.4168
H 3.37811 -4.08430 -0.25324 0.3930
H 4.39735 -1.87102 0.07325 0.4774
H 3.26705 -1.87567 -2.14491 0.4059
H 3.25454 -0.31117 -1.26336 0.4513
H 1.46306 0.55033 -2.85295 0.3984
H 0.00038 -0.27445 -2.56150 0.3233
H 1.44371 -0.96209 -3.42583 0.3757
H 3.18308 -0.07441 1.23504 0.2552
H 3.30382 -1.42971 1.98083 0.2416
C -2.90337 -1.83297 1.27487 -0.6165
C -2.72097 -2.09352 -0.24510 -0.3932
O -1.32592 -2.15460 -0.66419 -0.4809
O -3.03774 -0.42715 1.54483 -0.5183
H -2.11925 -2.35273 1.82544 0.3162
H -3.72754 -2.43472 1.65794 0.3602
H -3.18099 -1.26520 -0.78396 0.2756
H -3.17788 -3.01123 -0.61544 0.4572
H -1.31816 -2.44678 -1.57861 0.2355
H -3.81675 -0.18403 1.03922 0.3025
```

Output
* HOMO energy: -0.4646 Eh
* relative energy (zero: lowest compared OMol25 entry of this formula, charge and spin): 1.0 kcal/mol
* total energy: -24082.1599 eV
* net charge: +1